Density functional theory data (ωB97M-V with the def2-TZVPD basis set) for 19 unconnected molecules or ions with the total composition C76H114O38 in a non-equilibrium geometry.

Each atom is followed by the atoms it is bonded to, with distances in Å.
Cartesian coordinates (Å):
1 O -4.13738 -4.70133 -3.29506  C2 1.223
2 C -3.94100 -3.59205 -3.77170  O1 1.223, O3 1.301, C6 1.515
3 O -3.59313 -3.40403 -5.01162  C2 1.301, C4 1.453
4 C -3.33234 -2.00253 -5.29254  O3 1.453, C5 1.540, H7 1.071, H8 1.095
5 C -3.74624 -1.21139 -4.03737  C4 1.540, C6 1.518, H9 1.089, H10 1.111
6 C -4.21903 -2.27937 -3.06788  C2 1.515, C5 1.518, H11 1.094, H12 1.040
7 H -3.92214 -1.73220 -6.14510  C4 1.071
8 H -2.26446 -1.86660 -5.49379  C4 1.095
9 H -4.58135 -0.55603 -4.27958  C5 1.089
10 H -2.90356 -0.55420 -3.73284  C5 1.111
11 H -5.30528 -2.18436 -2.98232  C6 1.094
12 H -3.78568 -2.16480 -2.12962  C6 1.040
13 O 2.86996 -1.51701 2.07821  C14 1.214
14 C 3.06174 -2.03596 0.99713  O13 1.214, O15 1.321, C18 1.551
15 O 2.26764 -2.98839 0.54084  C14 1.321, C16 1.443
16 C 2.71553 -3.52382 -0.72202  O15 1.443, C17 1.533, H19 1.102, H20 1.095
17 C 4.19179 -3.12689 -0.83058  C16 1.533, C18 1.585, H21 1.090, H22 1.103
18 C 4.23063 -1.78351 0.00901  C14 1.551, C17 1.585, H23 1.082, H24 1.120
19 H 2.06973 -3.11698 -1.51671  C16 1.102
20 H 2.61668 -4.61425 -0.71926  C16 1.095
21 H 4.51509 -3.01119 -1.86518  C17 1.090
22 H 4.87938 -3.91002 -0.46886  C17 1.103
23 H 3.85841 -0.90772 -0.50519  C18 1.082
24 H 5.17394 -1.54104 0.56164  C18 1.120
25 O -0.84424 4.01572 0.22376  C26 1.223
26 C 0.37804 4.05629 0.20397  O25 1.223, O27 1.373, C30 1.505
27 O 0.97502 4.75315 -0.81734  C26 1.373, C28 1.455
28 C 2.37438 4.36588 -0.90625  O27 1.455, C29 1.584, H31 1.068, H32 1.099
29 C 2.72822 3.74592 0.50778  C28 1.584, C30 1.539, H33 1.139, H34 1.110
30 C 1.37131 3.51417 1.19679  C26 1.505, C29 1.539, H35 1.106, H36 1.077
31 H 2.85206 5.31038 -1.05139  C28 1.068
32 H 2.46388 3.68366 -1.76301  C28 1.099
33 H 3.46400 4.42254 1.05351  C29 1.139
34 H 3.18267 2.75373 0.30368  C29 1.110
35 H 1.24908 4.14234 2.09923  C30 1.106
36 H 1.16136 2.54102 1.60857  C30 1.077
37 O -1.54145 -0.85185 4.68969  C38 1.186
38 C -0.70589 -1.69022 4.61461  O37 1.186, O39 1.331, C42 1.491
39 O -0.40126 -2.24077 3.44172  C38 1.331, C40 1.507
40 C 0.52089 -3.42101 3.60962  O39 1.507, C41 1.527, H43 1.119, H44 1.148
41 C 1.29744 -2.92024 4.82481  C40 1.527, C42 1.523, H45 1.112, H46 1.088
42 C 0.29517 -2.11016 5.63609  C38 1.491, C41 1.523, H47 1.074, H48 1.094
43 H 1.11747 -3.48853 2.66521  C40 1.119
44 H -0.10294 -4.37331 3.75507  C40 1.148
45 H 2.14853 -2.27569 4.51328  C41 1.112
46 H 1.59609 -3.81614 5.36480  C41 1.088
47 H 0.74977 -1.17956 5.92014  C42 1.074
48 H -0.19871 -2.60359 6.47813  C42 1.094
49 O 0.62405 -6.03748 -2.04933  C50 1.190
50 C -0.31950 -5.73870 -1.38929  O49 1.190, O51 1.351, C54 1.480
51 O -0.74981 -6.46621 -0.33482  C50 1.351, C52 1.466
52 C -1.84461 -5.80403 0.37977  O51 1.466, C53 1.543, H55 1.111, H56 1.063
53 C -2.00335 -4.44583 -0.33458  C52 1.543, C54 1.511, H57 1.067, H58 1.121
54 C -1.22160 -4.58826 -1.62012  C50 1.480, C53 1.511, H59 1.090, H60 1.135
55 H -1.51930 -5.76086 1.44109  C52 1.111
56 H -2.68065 -6.45477 0.29539  C52 1.063
57 H -1.65839 -3.63574 0.26751  C53 1.067
58 H -3.10399 -4.40441 -0.54154  C53 1.121
59 H -0.63904 -3.75603 -2.01473  C54 1.090
60 H -1.96594 -4.91204 -2.41373  C54 1.135
61 O -8.00135 -2.94604 -3.09993  C62 1.219
62 C -7.76987 -3.41123 -1.99739  O61 1.219, O63 1.361, C66 1.566
63 O -8.05661 -2.71884 -0.86175  C62 1.361, C64 1.533
64 C -7.53559 -3.49953 0.35010  O63 1.533, C65 1.553, H67 1.139, H68 1.042
65 C -6.59186 -4.54998 -0.29686  C64 1.553, C66 1.524, H69 1.086, H70 1.085
66 C -7.15577 -4.81808 -1.68760  C62 1.566, C65 1.524, H71 1.088, H72 1.075
67 H -8.49112 -3.90875 0.81611  C64 1.139
68 H -6.95596 -2.85980 0.93393  C64 1.042
69 H -6.33938 -5.46193 0.23550  C65 1.086
70 H -5.65996 -3.99648 -0.35214  C65 1.085
71 H -8.04334 -5.44804 -1.68279  C66 1.088
72 H -6.43744 -4.99321 -2.46818  C66 1.075
73 O -0.98244 1.02425 -4.23677  C74 1.214
74 C -1.31831 2.10145 -3.78870  O73 1.214, O75 1.326, C78 1.545
75 O -2.58362 2.30392 -3.44622  C74 1.326, C76 1.448
76 C -2.87023 3.61773 -2.90878  O75 1.448, C77 1.576, H79 1.101, H80 1.086
77 C -1.59860 4.45699 -3.31064  C76 1.576, C78 1.556, H81 1.047, H82 1.140
78 C -0.50453 3.35293 -3.38863  C74 1.545, C77 1.556, H83 1.125, H84 1.061
79 H -3.02504 3.46788 -1.82868  C76 1.101
80 H -3.83949 3.92704 -3.28883  C76 1.086
81 H -1.34155 5.23580 -2.65933  C77 1.047
82 H -1.83720 5.01326 -4.27662  C77 1.140
83 H -0.12862 3.20202 -2.33884  C78 1.125
84 H 0.31195 3.58034 -4.02618  C78 1.061
85 O 6.29823 2.15576 0.93407  C86 1.199
86 C 6.18839 1.97789 -0.24697  O85 1.199, O87 1.392, C90 1.517
87 O 5.22932 2.66458 -0.98598  C86 1.392, C88 1.429
88 C 5.25575 2.30185 -2.36783  O87 1.429, C89 1.569, H91 1.091, H92 1.100
89 C 5.98542 0.91733 -2.47648  C88 1.569, C90 1.580, H93 1.112, H94 1.077
90 C 6.84221 0.94882 -1.14940  C86 1.517, C89 1.580, H95 1.115, H96 1.074
91 H 5.77154 3.10260 -2.90053  C88 1.091
92 H 4.21344 2.31962 -2.71794  C88 1.100
93 H 6.63983 0.86762 -3.37369  C89 1.112
94 H 5.27693 0.10645 -2.44781  C89 1.077
95 H 7.93144 1.16346 -1.25715  C90 1.115
96 H 6.79798 0.00560 -0.63848  C90 1.074
97 O 2.23364 6.79392 1.33974  C98 1.195
98 C 2.26483 6.67635 2.52886  O97 1.195, O99 1.361, C102 1.549
99 O 3.24067 5.96692 3.15789  C98 1.361, C100 1.437
100 C 3.11201 5.93949 4.58839  O99 1.437, C101 1.531, H103 1.100, H104 1.107
101 C 1.95243 6.85831 4.98032  C100 1.531, C102 1.546, H105 1.112, H106 1.091
102 C 1.41209 7.36516 3.62303  C98 1.549, C101 1.546, H107 1.076, H108 1.120
103 H 4.11817 6.16949 4.96872  C100 1.100
104 H 2.85253 4.87378 4.73609  C100 1.107
105 H 2.33968 7.63454 5.67598  C101 1.112
106 H 1.17441 6.33864 5.54245  C101 1.091
107 H 1.59735 8.41251 3.46234  C102 1.076
108 H 0.34172 7.17236 3.35381  C102 1.120
109 O 1.87903 0.23879 -0.24623  C110 1.187
110 C 0.71713 0.08671 -0.43684  O109 1.187, O111 1.358, C114 1.526
111 O -0.15592 0.93785 -1.03398  C110 1.358, C112 1.438
112 C -1.50017 0.43174 -1.11200  O111 1.438, C113 1.540, H115 1.093, H116 1.119
113 C -1.54919 -0.74515 -0.12062  C112 1.540, C114 1.515, H117 1.106, H118 1.120
114 C -0.09138 -1.15214 -0.06066  C110 1.526, C113 1.515, H119 1.061, H120 1.066
115 H -1.62089 0.18735 -2.17046  C112 1.093
116 H -2.10145 1.35383 -0.90944  C112 1.119
117 H -2.15111 -1.57606 -0.53252  C113 1.106
118 H -1.94579 -0.45973 0.88684  C113 1.120
119 H 0.16071 -1.92982 -0.73696  C114 1.061
120 H 0.28616 -1.43992 0.89355  C114 1.066
121 O 5.73708 -6.66797 1.10869  C122 1.160
122 C 4.66351 -6.95260 1.44215  O121 1.160, O123 1.378, C126 1.576
123 O 3.96387 -8.01868 0.92040  C122 1.378, C124 1.475
124 C 2.70354 -8.14456 1.67654  O123 1.475, C125 1.466, H127 1.131, H128 1.038
125 C 2.33950 -6.76369 2.00906  C124 1.466, C126 1.488, H129 1.096, H130 1.138
126 C 3.67091 -6.28092 2.46553  C122 1.576, C125 1.488, H131 1.157, H132 1.112
127 H 2.92364 -8.75350 2.60429  C124 1.131
128 H 2.06865 -8.69411 1.06657  C124 1.038
129 H 1.52363 -6.73285 2.74085  C125 1.096
130 H 1.87865 -6.20260 1.13344  C125 1.138
131 H 3.95562 -6.68158 3.51280  C126 1.157
132 H 3.85197 -5.18962 2.35320  C126 1.112
133 O -2.72073 -4.77634 3.47858  C134 1.202
134 C -3.20396 -3.77491 3.93432  O133 1.202, O135 1.315, C138 1.509
135 O -3.36040 -3.57060 5.22436  C134 1.315, C136 1.444
136 C -4.17286 -2.41202 5.50976  O135 1.444, C137 1.528, H139 1.063, H140 1.055
137 C -4.58292 -1.78769 4.17669  C136 1.528, C138 1.517, H141 1.156, H142 1.107
138 C -3.78348 -2.60436 3.17929  C134 1.509, C137 1.517, H143 1.141, H144 1.087
139 H -3.52167 -1.78681 6.07178  C136 1.063
140 H -4.96381 -2.76919 6.11041  C136 1.055
141 H -4.25186 -0.68247 4.09814  C137 1.156
142 H -5.66440 -1.88746 3.96458  C137 1.107
143 H -2.82737 -2.02059 2.96009  C138 1.141
144 H -4.40524 -2.92662 2.34852  C138 1.087
145 O 1.93391 1.80702 5.51576  C146 1.203
146 C 2.79961 1.50981 4.73457  O145 1.203, O147 1.361, C150 1.555
147 O 3.13131 2.26404 3.65144  C146 1.361, C148 1.450
148 C 4.12684 1.60407 2.83012  O147 1.450, C149 1.595, H151 1.092, H152 1.069
149 C 4.92079 0.70937 3.88581  C148 1.595, C150 1.487, H153 1.050, H154 1.072
150 C 3.79224 0.31323 4.76994  C146 1.555, C149 1.487, H155 1.052, H156 1.087
151 H 4.84348 2.28907 2.37276  C148 1.092
152 H 3.66221 0.91946 2.15264  C148 1.069
153 H 5.55832 1.29696 4.47753  C149 1.050
154 H 5.46582 -0.10292 3.44720  C149 1.072
155 H 4.01894 0.17478 5.78827  C150 1.052
156 H 3.21651 -0.52019 4.37686  C150 1.087
157 O 3.39426 2.65063 -5.35397  C158 1.238
158 C 3.09318 3.83723 -5.16912  O157 1.238, O159 1.334, C162 1.509
159 O 3.35633 4.49680 -4.04008  C158 1.334, C160 1.430
160 C 2.84382 5.83158 -4.01780  O159 1.430, C161 1.585, H163 1.120, H164 1.065
161 C 2.62127 6.13095 -5.55820  C160 1.585, C162 1.509, H165 1.106, H166 1.146
162 C 2.42093 4.76044 -6.15592  C158 1.509, C161 1.509, H167 1.050, H168 1.112
163 H 3.59983 6.45793 -3.47946  C160 1.120
164 H 1.95992 5.92492 -3.43190  C160 1.065
165 H 3.51985 6.61997 -5.97944  C161 1.106
166 H 1.76450 6.84993 -5.80970  C161 1.146
167 H 2.70679 4.63135 -7.15832  C162 1.050
168 H 1.34764 4.49615 -6.03769  C162 1.112
169 O 2.26738 -3.57208 -3.87549  C170 1.182
170 C 2.30551 -4.75061 -3.95628  O169 1.182, O171 1.391, C174 1.496
171 O 3.25272 -5.36003 -3.13938  C170 1.391, C172 1.454
172 C 3.16273 -6.79659 -3.34671  O171 1.454, C173 1.505, H175 1.116, H176 1.114
173 C 2.73193 -6.92277 -4.78365  C172 1.505, C174 1.470, H177 1.097, H178 1.115
174 C 1.79574 -5.79472 -4.89830  C170 1.496, C173 1.470, H179 1.140, H180 1.094
175 H 2.44366 -7.25411 -2.62560  C172 1.116
176 H 4.17872 -7.23294 -3.20819  C172 1.114
177 H 2.25903 -7.86920 -5.07229  C173 1.097
178 H 3.55893 -6.89401 -5.53092  C173 1.115
179 H 0.73316 -6.04636 -4.57147  C174 1.140
180 H 1.76551 -5.30438 -5.87566  C174 1.094
181 O -0.53432 -1.99111 -3.33760  C182 1.200
182 C 0.40987 -1.46430 -3.85904  O181 1.200, O183 1.323, C186 1.570
183 O 1.48371 -1.22803 -3.12278  C182 1.323, C184 1.527
184 C 2.57414 -0.62211 -4.00308  O183 1.527, C185 1.515, H187 1.124, H188 1.075
185 C 2.00407 -0.33391 -5.37661  C184 1.515, C186 1.550, H189 1.075, H190 1.075
186 C 0.64091 -1.07160 -5.36167  C182 1.570, C185 1.550, H191 1.090, H192 1.080
187 H 3.39795 -1.38718 -4.01233  C184 1.124
188 H 2.87178 0.17224 -3.34228  C184 1.075
189 H 2.63752 -0.78359 -6.11956  C185 1.075
190 H 1.91813 0.72102 -5.56659  C185 1.075
191 H 0.69628 -2.02140 -5.89372  C186 1.090
192 H -0.23367 -0.49079 -5.61502  C186 1.080
193 O -0.45541 9.19749 0.63230  C194 1.155
194 C -1.03732 8.79936 1.54712  O193 1.155, O195 1.354, C198 1.521
195 O -0.97964 9.36975 2.77355  C194 1.354, C196 1.375
196 C -1.88474 8.83910 3.66271  O195 1.375, C197 1.571, H199 1.125, H200 1.117
197 C -2.70330 7.71392 2.93418  C196 1.571, C198 1.538, H201 1.080, H202 1.131
198 C -1.94528 7.58043 1.60290  C194 1.521, C197 1.538, H203 1.081, H204 1.087
199 H -2.54130 9.63282 4.11470  C196 1.125
200 H -1.28500 8.32180 4.45013  C196 1.117
201 H -3.73954 7.99166 2.81148  C197 1.080
202 H -2.65349 6.78826 3.58209  C197 1.131
203 H -2.44843 7.44153 0.65588  C198 1.081
204 H -1.27827 6.75745 1.84832  C198 1.087
205 O -4.57902 -1.62851 0.30747  C206 1.190
206 C -5.13928 -0.58023 0.37235  O205 1.190, O207 1.413, C210 1.532
207 O -5.79042 -0.11015 1.53487  C206 1.413, C208 1.492
208 C -6.46063 1.19459 1.26362  O207 1.492, C209 1.605, H211 1.093, H212 1.096
209 C -5.83575 1.70466 -0.12356  C208 1.605, C210 1.506, H213 1.112, H214 1.083
210 C -5.28071 0.45265 -0.75040  C206 1.532, C209 1.506, H215 1.116, H216 1.109
211 H -6.30661 1.87563 2.10504  C208 1.093
212 H -7.48586 0.83743 1.11101  C208 1.096
213 H -5.03284 2.45687 0.03529  C209 1.112
214 H -6.49243 2.27693 -0.76629  C209 1.083
215 H -4.23525 0.56873 -1.12459  C210 1.116
216 H -5.86138 0.02123 -1.59059  C210 1.109
217 O -0.43066 5.02360 4.43634  C218 1.209
218 C -1.07319 4.08028 4.03771  O217 1.209, O219 1.361, C222 1.466
219 O -2.31775 4.18814 3.49649  C218 1.361, C220 1.472
220 C -2.77787 2.86966 3.03006  O219 1.472, C221 1.517, H223 1.081, H224 1.074
221 C -1.51889 2.02444 2.99157  C220 1.517, C222 1.519, H225 1.064, H226 1.077
222 C -0.70045 2.66360 4.10033  C218 1.466, C221 1.519, H227 1.127, H228 1.063
223 H -3.23258 3.03103 2.06247  C220 1.081
224 H -3.53046 2.54294 3.72330  C220 1.074
225 H -0.95627 2.23801 2.11466  C221 1.064
226 H -1.71058 0.97212 3.11861  C221 1.077
227 H 0.42644 2.63739 4.10905  C222 1.127
228 H -0.97631 2.31112 5.06405  C222 1.063

highest occupied orbital energy = -9.862 eV
F_max = 4.55 eV Å⁻¹
gap between HOMO and LUMO = 10.211 eV
ΔE to the lowest compared entry with this formula, charge and spin = 72.4 kJ/mol

These are the Mulliken partial charges, in e, on atoms 1 to 2: -0.6750 0.4699